Here is a structure of composition C55H62MnN4O2S2 in a non-equilibrium geometry from OMol25. Energies are from ωB97M-V/def2-TZVPD.

Results
Spin multiplicity: 5
Max |F|, Eh/bohr: 0.034
Kohn-Sham gap (alpha / beta), eV: 5.814 / 5.553
Energy relative to the best compared isomer or geometry (same formula, charge and spin), eV: 0.8894
Highest occupied orbital energy (alpha / beta), eV: -9.20 / -9.16
Charge: +1

Structure (XYZ):
```
126
C55H62MnN4O2S2 ωB97M-V/def2-TZVPD
Mn -0.8402 -0.5952 0.7662
C 4.4565 -3.7784 1.2727
C 3.1873 -4.3311 1.9296
C 1.9712 -3.7524 1.2863
C 1.2675 -4.2487 0.2252
C 1.5105 -5.5098 -0.5274
C 0.6673 -6.6465 0.0546
C 0.1899 -3.3238 -0.0198
N 0.2628 -2.2538 0.8337
C 1.3449 -2.5041 1.6393
C 1.7814 -1.6794 2.6595
C 1.1936 -0.4777 3.0123
C 1.7087 0.4105 4.0221
C 2.9249 0.1668 4.8491
C 4.2119 0.5070 4.0935
C 0.8733 1.4913 4.0477
C -0.1755 1.2187 3.1008
C -1.2757 2.0342 2.9136
C -2.2555 1.8417 1.9573
N -2.2789 0.8222 1.0389
C -3.3248 1.1111 0.1980
C -3.7440 0.3053 -0.8450
C -3.1763 -0.9127 -1.1799
N -2.0318 -1.4315 -0.6242
C -1.8803 -2.6758 -1.1840
C -0.8266 -3.5397 -0.9314
C -2.9724 -2.9641 -2.0780
C -3.7665 -1.8495 -2.1000
C -5.0588 -1.6560 -2.8199
C -6.2477 -1.9830 -1.9110
C -3.1735 -4.2429 -2.8184
C -2.3890 -4.2472 -4.1350
C -3.9607 2.3432 0.5832
C -3.3147 2.7787 1.7054
C -3.5572 4.0344 2.4728
C -2.7159 5.1741 1.8898
C -5.1054 2.9974 -0.1140
C -6.4513 2.4699 0.3890
N 0.0543 0.0349 2.4494
C 1.0090 2.7553 4.8284
C 0.1605 2.7686 6.1021
H 5.3418 -4.2580 1.6837
H 4.5345 -2.7057 1.4340
H 4.4283 -3.9552 0.2004
H 3.1960 -4.1094 2.9994
H 3.1725 -5.4171 1.8231
H 2.5677 -5.7704 -0.4694
H 1.2659 -5.3618 -1.5800
H 0.9343 -6.8172 1.0938
H 0.8318 -7.5655 -0.5004
H -0.3892 -6.3941 0.0174
H 2.6462 -1.9885 3.2248
H 2.9514 -0.8808 5.1547
H 2.8650 0.7721 5.7542
H 4.2960 -0.0843 3.1847
H 5.0759 0.3025 4.7199
H 4.2261 1.5598 3.8212
H -1.3631 2.9030 3.5457
H -4.6172 0.6214 -1.3939
H -0.8090 -4.4694 -1.4767
H -5.0912 -2.3081 -3.6936
H -5.1414 -0.6251 -3.1709
H -6.2043 -3.0217 -1.5938
H -7.1806 -1.8256 -2.4449
H -6.2414 -1.3524 -1.0254
H -4.2359 -4.3751 -3.0314
H -2.8584 -5.0873 -2.2008
H -2.7384 -3.4520 -4.7911
H -2.5146 -5.1985 -4.6471
H -1.3288 -4.0927 -3.9471
H -3.3083 3.8908 3.5259
H -4.6137 4.2997 2.4210
H -1.6633 4.8976 1.8716
H -2.8275 6.0755 2.4875
H -3.0295 5.3903 0.8704
H -5.0241 2.8368 -1.1913
H -5.0573 4.0721 0.0672
H -6.5221 1.3937 0.2562
H -7.2606 2.9441 -0.1585
H -6.5759 2.6891 1.4460
H 0.7154 3.5959 4.1939
H 2.0565 2.8921 5.1014
H -0.8957 2.6412 5.8754
H 0.2950 3.7164 6.6176
H 0.4635 1.9682 6.7717
C 1.0449 3.6425 -0.5081
S -0.3398 2.4579 -0.2827
O 0.2997 1.0971 -0.3067
C -1.0429 2.6367 -1.9339
C -0.8909 1.6236 -2.8610
C -1.4395 1.7847 -4.1226
C -2.1353 2.9426 -4.4323
C -2.3085 3.9378 -3.4814
C -1.7674 3.7802 -2.2191
H 1.4989 3.5361 -1.4861
H 1.7638 3.4405 0.2790
H 0.6301 4.6363 -0.3817
H -0.3372 0.7359 -2.5828
H -1.3134 1.0072 -4.8601
H -2.5513 3.0673 -5.4184
H -2.8540 4.8375 -3.7181
H -1.8975 4.5318 -1.4564
O 2.3420 -1.8728 -1.3559
S 2.5895 -0.5365 -0.8032
C 4.3727 -0.4180 -0.4377
C 4.7650 0.5173 0.5040
C 6.1098 0.6657 0.8005
C 7.0447 -0.1355 0.1645
C 6.6422 -1.0717 -0.7751
C 5.2990 -1.2122 -1.0845
C 2.7561 0.5495 -2.2591
C 2.3097 0.0781 -3.4793
C 2.3690 0.8996 -4.5932
C 2.8408 2.1976 -4.4743
C 3.2928 2.6622 -3.2494
C 3.2616 1.8305 -2.1423
H 4.0129 1.1138 1.0016
H 6.4228 1.3977 1.5295
H 8.0904 -0.0347 0.4133
H 7.3773 -1.6878 -1.2703
H 4.9637 -1.9343 -1.8136
H 1.9301 -0.9338 -3.5346
H 2.0395 0.5275 -5.5524
H 2.8641 2.8444 -5.3382
H 3.6813 3.6660 -3.1619
H 3.6435 2.1801 -1.1971
```